{"formula": "C5H6O3", "method": "the ωB97M-V functional and the def2-TZVPD basis", "elements": ["O", "O", "O", "C", "C", "C", "C", "C", "H", "H", "H", "H", "H", "H"], "coordinates": [[-2.898, -1.308, -0.142], [0.219, 0.368, -0.264], [0.770, -1.315, 1.052], [1.111, -0.501, 0.223], [-1.786, -0.927, -0.307], [-1.822, 1.357, 0.448], [-1.114, 0.332, 0.112], [2.421, -0.144, -0.333], [3.381, -0.712, -0.071], [-1.379, 2.394, 0.721], [2.432, 0.038, -1.411], [2.565, 0.756, 0.166], [-1.008, -1.444, -0.860], [-2.892, 1.106, 0.666]], "lowdin_charge": [0.11, 0.04, 0.13, -0.53, -0.22, 0.12, -0.31, 0.02, 0.13, 0.12, 0.10, 0.07, 0.12, 0.11], "relative_energy_kcal_mol": 31.4, "charge": 0, "homo_lumo_gap_ev": 10.43, "lumo_energy_ev": 0.265, "e_tot_ha": -419.7893}

=====

{"formula": "C5H6O3", "method": "the ωB97M-V functional and the def2-TZVPD basis", "elements": ["O", "O", "O", "C", "C", "C", "C", "C", "H", "H", "H", "H", "H", "H"], "coordinates": [[-1.256, 2.264, -0.766], [1.315, -1.795, -0.719], [0.788, -1.034, 1.861], [-0.239, -0.707, 0.898], [-0.524, 1.283, -0.514], [0.369, 0.369, -1.480], [0.524, -0.796, -0.503], [-0.495, 0.864, 0.975], [0.750, -2.370, 1.267], [-0.974, -1.797, 0.783], [-0.434, 0.189, -2.329], [0.539, 1.281, 1.457], [1.139, 0.893, -2.152], [-1.504, 1.356, 1.220]], "lowdin_charge": [0.04, 0.00, -0.17, -0.36, -0.36, 0.00, -0.29, -0.05, 0.33, 0.21, 0.17, 0.19, 0.15, 0.14], "relative_energy_kcal_mol": 130.3, "charge": 0, "homo_lumo_gap_ev": 9.42, "lumo_energy_ev": -0.461, "e_tot_ha": -419.6317}

=====

{"formula": "C5H6O3", "method": "the ωB97M-V functional and the def2-TZVPD basis", "elements": ["O", "O", "O", "C", "C", "C", "C", "C", "H", "H", "H", "H", "H", "H"], "coordinates": [[0.917, -1.363, 0.181], [0.813, 1.063, 0.237], [-1.692, -0.971, -0.848], [0.234, -0.099, 0.733], [-2.190, 0.585, -0.381], [1.997, 0.554, -0.574], [2.045, -0.779, -0.489], [-1.394, -0.295, 0.451], [3.021, -1.332, -0.583], [0.629, -0.004, 1.773], [-2.025, -0.855, 1.524], [2.646, 1.546, -0.855], [-3.159, 0.416, 0.120], [-1.844, 1.535, -1.288]], "lowdin_charge": [-0.07, -0.11, -0.11, -0.25, -0.02, -0.02, -0.12, -0.30, 0.14, 0.16, 0.22, 0.17, 0.08, 0.22], "relative_energy_kcal_mol": 164.1, "charge": 0, "homo_lumo_gap_ev": 9.48, "lumo_energy_ev": 0.873, "e_tot_ha": -419.5779}

=====

{"formula": "C5H6O3", "method": "the ωB97M-V functional and the def2-TZVPD basis", "elements": ["O", "O", "O", "C", "C", "C", "C", "C", "H", "H", "H", "H", "H", "H"], "coordinates": [[-0.535, 1.491, 0.182], [0.757, 0.645, -1.449], [-2.309, 0.638, 1.543], [0.049, -0.632, -1.379], [-0.172, -0.641, 1.264], [0.239, -1.193, 0.039], [0.786, 1.219, -0.175], [-1.086, 0.587, 1.132], [-1.144, -0.355, -1.280], [1.403, 0.706, 0.530], [0.982, 2.152, -0.407], [0.055, -1.275, 2.218], [0.664, -2.259, 0.208], [0.313, -1.084, -2.428]], "lowdin_charge": [0.03, -0.10, 0.04, -0.14, -0.02, -0.07, -0.27, -0.33, 0.17, 0.13, 0.10, 0.15, 0.13, 0.16], "relative_energy_kcal_mol": 82.4, "charge": 0, "homo_lumo_gap_ev": 10.05, "lumo_energy_ev": 0.018, "e_tot_ha": -419.7082}

=====

{"formula": "C5H6O3Tl", "method": "the ωB97M-V functional and the def2-TZVPD basis", "elements": ["Tl", "O", "O", "O", "C", "C", "C", "C", "C", "H", "H", "H", "H", "H", "H"], "coordinates": [[-3.886, 0.934, 0.299], [-1.593, 5.165, 0.001], [-1.853, -0.482, 0.349], [-2.954, 3.320, 0.202], [2.458, -0.933, -0.586], [-2.137, 4.154, 0.136], [1.618, -1.888, 0.199], [0.143, -1.704, -0.091], [-0.563, -0.622, 0.314], [2.164, 0.118, -0.642], [-0.349, -2.439, -0.739], [1.927, -2.923, -0.021], [1.779, -1.734, 1.281], [3.217, -1.293, -1.284], [0.028, 0.329, 0.582]], "lowdin_charge": [1.03, 0.25, -0.45, -0.04, 0.00, -0.36, -0.32, -0.15, -0.41, 0.03, 0.09, 0.10, 0.10, 0.03, 0.12], "relative_energy_kcal_mol": 12.5, "charge": 0, "homo_lumo_gap_ev": [5.73, 5.89], "multiplicity": 2, "lumo_energy_ev": [-0.586, -0.591], "e_tot_ha": -592.2149}

=====

{"formula": "C5H6O4", "method": "the ωB97M-V functional and the def2-TZVPD basis", "elements": ["O", "O", "O", "O", "C", "C", "C", "C", "C", "H", "H", "H", "H", "H", "H"], "coordinates": [[0.185, 2.487, -0.293], [-2.304, 0.956, 0.821], [2.084, -0.442, -0.629], [-0.341, 0.328, -0.437], [-1.772, 0.282, 0.005], [2.373, -0.569, 0.764], [0.501, 1.397, -0.218], [1.986, 0.714, -0.051], [-2.446, -0.886, -0.423], [-3.527, -0.352, -0.276], [3.382, -0.860, 1.046], [1.486, -1.139, 1.127], [2.781, 1.396, -0.042], [-2.229, -2.067, 0.156], [-2.158, -1.246, -1.549]], "lowdin_charge": [0.21, 0.15, -0.04, 0.04, -0.50, -0.01, -0.40, -0.21, -0.05, 0.15, 0.11, 0.12, 0.12, 0.19, 0.13], "relative_energy_kcal_mol": 105.4, "charge": 0, "homo_lumo_gap_ev": 10.65, "lumo_energy_ev": 0.444, "e_tot_ha": -494.9368}